Entry 1:
Below is 2 unconnected molecules or ions with the total composition C18H32BN2O6, with properties calculated with ωB97M-V with the def2-TZVPD basis set.

Values from the calculation:
Net charge: +1
2S+1: 1
Frontier orbital gap in hartree: 0.30155

Positions of all 59 atoms, in Å:
C 5.17596 -2.17732 2.36015
C 4.52864 -0.82321 2.09194
O 3.64508 -0.45640 3.17200
B 2.59801 0.37701 2.96700
O 2.34739 1.41552 3.82537
C 1.53787 0.20557 1.76232
C 1.02606 1.35037 1.19416
C 0.08685 1.32075 0.16173
C -0.46853 2.56695 -0.43769
C -0.34035 0.06789 -0.26527
C 0.17418 -1.06059 0.31495
N 1.08639 -0.99394 1.29903
C 1.51804 -2.27369 1.88629
C 0.59319 -2.69495 3.02051
N -0.66798 -3.23114 2.49865
C -0.65067 -4.68988 2.27204
C -0.47128 -5.05182 0.80477
C -1.74383 -2.85785 3.40667
C -2.60839 -1.71335 2.95771
O -1.91312 -3.43367 4.44470
H 4.77748 -2.95924 1.71963
H 4.96738 -2.45897 3.39114
H 6.25426 -2.13203 2.25622
H 5.29398 -0.05451 2.03678
H 3.97848 -0.84240 1.14909
H 2.95696 2.15217 3.71397
H 1.36169 2.30797 1.56170
H 0.07682 3.45686 -0.14369
H -1.49794 2.67394 -0.09069
H -0.51905 2.50459 -1.52221
H -1.07807 -0.04937 -1.04439
H -0.14600 -2.04800 0.02431
H 1.44429 -3.01232 1.09288
H 2.54958 -2.23495 2.19308
H 0.35921 -1.82185 3.63149
H 1.11853 -3.42703 3.63602
H -1.59364 -5.10842 2.61375
H 0.12141 -5.17906 2.86983
H -1.14909 -4.46791 0.18479
H -0.70772 -6.10259 0.65008
H 0.55144 -4.91017 0.45650
H -3.59421 -2.08786 2.69463
H -2.17800 -1.21606 2.09304
H -2.69570 -0.99880 3.77225
C -1.23198 3.87063 -7.28462
C -1.54598 2.85752 -6.20732
O -1.60723 3.46593 -4.90141
C -2.74672 4.10370 -4.63126
O -3.71085 4.17248 -5.34301
O -2.63772 4.64522 -3.41491
C -3.77943 5.41196 -3.00887
H -0.31730 4.41245 -7.04274
H -1.09672 3.36662 -8.24101
H -2.04065 4.59236 -7.38750
H -0.75231 2.11702 -6.12802
H -2.48166 2.33741 -6.40733
H -4.69206 4.83014 -3.11078
H -3.85364 6.32098 -3.60188
H -3.61132 5.66535 -1.96654

***

Entry 2:
Below is 2 unconnected molecules or ions with the total composition C18H32BrClFI2N5O5P2S at a distorted geometry, with properties calculated with ωB97M-V with the def2-TZVPD basis set.

Values from the calculation:
2S+1: 1
Frontier orbital gap in hartree: 0.15485

Positions of all 68 atoms, in Å:
C -2.99140 -3.18531 1.28117
C -3.38305 -1.87050 1.88712
O -4.51616 -1.61595 2.17695
N -2.37848 -0.86793 2.23604
C -2.16962 -0.76578 3.64365
C -2.35517 -1.99606 4.48015
O -1.87358 0.30161 4.11907
C -1.29665 -0.58502 1.29740
C -1.52909 0.82675 0.67730
P -3.06332 1.08078 -0.39365
O -4.12059 1.09173 0.83008
Cl -3.22745 -0.80187 -1.25964
N -0.43399 1.18779 -0.22898
C -0.08433 2.58785 -0.56982
I 2.02234 2.98895 -0.18351
C -0.97013 3.61991 0.11919
C -0.65354 3.97047 1.57053
I -0.87914 5.41400 -1.05705
C 0.52528 0.23446 -0.43229
N 1.04042 0.04926 -1.60991
F 0.57114 0.85924 -2.56976
C 2.11080 -0.87073 -2.01366
C 2.10991 -1.10477 -3.51998
C 2.36317 -2.59092 -3.79884
S 2.09006 -2.90107 -5.55963
N 0.99261 -0.57162 0.57410
C 0.16591 -0.62801 1.80246
C 0.57126 0.55398 2.74682
C 1.52730 0.16957 3.85098
O 2.67192 -0.06534 3.62668
Br 0.87158 0.07368 5.65189
P 0.65486 -2.31139 2.44762
N 0.08966 -3.56754 1.71644
H -3.87459 -3.81705 1.32350
H -2.17167 -3.66500 1.80857
H -2.73536 -3.06851 0.22901
H -3.41560 -2.16624 4.66193
H -1.95975 -2.88392 3.98500
H -1.83123 -1.85276 5.41995
H -1.35482 -1.31355 0.48674
H -1.67647 1.49420 1.52796
H -5.02219 1.04891 0.48387
H -0.14190 2.73020 -1.64112
H -2.01416 3.33284 0.04062
H 0.12265 4.72478 1.64745
H -0.37565 3.08579 2.14108
H -1.55251 4.38437 2.02710
H 3.05134 -0.40154 -1.71352
H 1.99744 -1.78779 -1.43237
H 1.16347 -0.84968 -3.98565
H 2.92126 -0.52609 -3.98790
H 1.63767 -3.19380 -3.24599
H 3.36131 -2.89110 -3.48071
H 1.91701 -4.22140 -5.45268
H 1.96825 -0.37343 0.78782
H 1.16867 1.25136 2.15569
H -0.28795 1.09215 3.12882
H 0.38567 -2.23862 3.82473
H 2.05218 -2.20992 2.39879
H -0.49537 -3.33760 0.92417
C 2.41356 2.95648 -4.95207
C 3.27173 1.77083 -4.46623
O 3.30163 0.72840 -5.30362
H 1.37836 2.63628 -5.10695
H 2.41427 3.78477 -4.22707
H 2.80224 3.33218 -5.90006
H 2.85083 1.52921 -3.42209
H 4.27717 2.20503 -4.22366

***

Entry 3:
Below is a molecular structure, C18H32FN2O8Sr at a distorted geometry, with properties calculated with ωB97M-V with the def2-TZVPD basis set.

Values from the calculation:
Net charge: -1
2S+1: 1
Frontier orbital gap in hartree: 0.12746

Positions of all 62 atoms, in Å:
Sr -0.72428 0.49583 -0.12104
C 2.26860 2.77531 0.98945
C 0.97696 3.32760 0.80496
C 0.83969 4.91881 0.53795
O -0.31827 5.33123 0.44307
C 2.04742 5.67480 0.42137
C 3.21533 5.00190 0.48934
C 3.32625 3.57444 0.84412
O 4.43381 2.92266 0.92022
O 4.21221 5.79474 0.36408
O -0.07375 2.68658 0.88949
H 2.43191 1.73499 1.22920
H 1.92887 6.74689 0.36694
F -2.60817 2.35524 -0.24304
C -1.20380 -5.17749 2.32833
O -1.25564 -3.83868 1.89555
C -2.37118 -3.15218 2.39985
C -2.32553 -1.74148 1.79690
N -2.03790 -1.70833 0.37825
C -3.27400 -1.46661 -0.38781
C -2.81265 -1.45333 -1.83527
O -1.98780 -0.26573 -2.11104
C -2.06170 0.37679 -3.36988
H -0.44302 -5.62028 1.68548
H -2.09559 -5.80148 2.26968
H -0.89810 -5.31424 3.36561
H -2.37382 -3.09068 3.48811
H -3.30868 -3.57363 2.03713
H -1.43837 -1.24229 2.18658
H -3.17655 -1.11702 2.06878
H -1.77319 -2.66011 0.16813
H -3.82377 -0.56011 -0.13458
H -4.02754 -2.24444 -0.26430
H -3.72917 -1.34488 -2.41520
H -2.36618 -2.40536 -2.12233
H -1.62455 1.37281 -3.44015
H -3.05075 0.66543 -3.72564
H -1.38536 -0.12177 -4.06422
C 0.94107 -0.44143 3.11220
O 0.70396 -0.77791 1.72449
C 1.54658 -1.79919 1.19498
C 1.26888 -2.16555 -0.25512
N 0.94641 -1.02762 -1.21080
C 2.13657 -0.11160 -1.22838
C 1.93606 0.96358 -2.34607
O 0.86924 1.76539 -1.87814
C 0.59807 2.91431 -2.76780
H 1.65308 -1.04318 3.67704
H -0.04676 -0.32953 3.55916
H 1.41354 0.53560 3.21367
H 1.40694 -2.74188 1.72406
H 2.60830 -1.63372 1.37790
H 0.47107 -2.88782 -0.42813
H 2.03755 -2.74627 -0.76504
H 0.85544 -1.50528 -2.09604
H 3.05966 -0.61697 -1.51229
H 2.43563 0.37763 -0.30139
H 1.63526 0.44063 -3.25388
H 2.80696 1.56798 -2.59968
H 1.56968 3.29209 -3.08616
H -0.09475 3.63889 -2.33992
H 0.12952 2.47563 -3.64878

***

Entry 4:
Below is a molecular structure, C18H32KN2O8 at a distorted geometry, with properties calculated with ωB97M-V with the def2-TZVPD basis set.

Values from the calculation:
Net charge: -1
2S+1: 1
Frontier orbital gap in hartree: 0.15806

Positions of all 61 atoms, in Å:
K 0.25151 1.19536 -0.67001
C 0.48196 5.89891 0.92376
C 1.42196 6.60725 1.58354
C 2.75134 5.94841 1.94473
O 3.70938 6.61645 2.44148
C 3.03233 4.66393 1.67734
C 2.03687 3.81197 1.05981
C 0.64721 4.46874 0.71627
O -0.29395 3.85875 0.14932
O 2.14975 2.62326 0.83919
O 1.07965 7.81638 1.84751
H -0.50433 6.26878 0.68534
H 3.95382 4.16345 1.93572
C -4.66221 -2.28249 -1.27064
O -3.83715 -1.58700 -2.17744
C -3.11784 -0.42737 -1.71695
C -2.33729 0.16449 -2.90887
N -0.92157 -0.34479 -2.82767
C -0.21906 -0.11988 -4.10185
C 1.21222 -0.69201 -4.10899
O 1.21781 -2.11697 -4.25502
C 2.46933 -2.77567 -4.06690
H -5.36794 -1.64124 -0.74258
H -4.09165 -2.83448 -0.52373
H -5.23144 -3.05749 -1.78392
H -2.41650 -0.69789 -0.92762
H -3.81246 0.29916 -1.29533
H -2.29162 1.24859 -2.80525
H -2.88703 -0.07359 -3.81947
H -0.98040 -1.32720 -2.60071
H -0.16444 0.93788 -4.35928
H -0.78851 -0.56115 -4.91985
H 1.66482 -0.43754 -3.15060
H 1.88766 -0.27728 -4.85725
H 3.11433 -2.28253 -3.33965
H 2.99882 -2.83713 -5.01767
H 2.39526 -3.81461 -3.74564
C 1.96432 -4.14887 2.90253
O 2.08976 -3.29868 1.73488
C 2.61799 -2.01122 2.07343
C 1.99579 -0.95208 1.14574
N 0.56484 -0.86455 1.24924
C 0.18985 -0.24113 2.57666
C -1.36147 0.02311 2.65494
O -2.05172 -1.24574 2.57809
C -3.49292 -1.17309 2.58024
H 1.20865 -3.78609 3.59928
H 2.91793 -4.30161 3.40791
H 1.60283 -5.14119 2.63284
H 3.65775 -2.10132 1.75899
H 2.59693 -1.74622 3.13052
H 2.26083 -1.15018 0.10718
H 2.40849 0.02377 1.40167
H 0.10184 -1.76204 1.26450
H 0.70839 0.71110 2.68837
H 0.50236 -0.83588 3.43497
H -1.76768 0.65782 1.86738
H -1.58284 0.52343 3.59769
H -3.92780 -0.57906 1.77643
H -3.86406 -0.82064 3.54260
H -3.89082 -2.18318 2.48279

***

Entry 5:
Below is 5 unconnected molecules or ions with the total composition C18H32N3O6P at a distorted geometry, with properties calculated with ωB97M-V with the def2-TZVPD basis set.

Values from the calculation:
Structure (SMILES): N#C[C@@H](CC=O)[C@](O)(C#N)[PH2]=N.CC(C)=O.CC(C)=O.CC(C)=O.CC(C)=O
2S+1: 1
Frontier orbital gap in hartree: 0.34766

Positions of all 60 atoms, in Å:
N -5.10280 -0.99862 -4.69718
C -4.34842 -1.76950 -4.40023
C -3.17926 -2.51261 -3.79744
C -3.73304 -3.86944 -3.22045
C -4.82862 -4.54091 -4.07631
O -4.74984 -5.71102 -4.27443
C -2.02341 -2.82295 -4.79351
O -2.33352 -3.88920 -5.70006
C -0.83838 -3.32352 -3.94090
N -0.01618 -3.57596 -3.22372
P -1.37058 -1.33968 -5.76036
N -1.98374 0.05370 -5.33463
H -2.73459 -1.97804 -2.93305
H -4.17610 -3.66103 -2.22402
H -2.94595 -4.63008 -3.06155
H -5.72520 -4.02545 -4.49029
H -1.90582 -4.68389 -5.35160
H -1.58382 -1.59599 -7.14957
H 0.03581 -1.31334 -5.55335
H -2.42017 0.43868 -6.17372
C 0.24652 0.01838 -1.78246
C -0.81371 -0.62278 -0.92936
C -0.56813 -0.67921 0.55369
O -1.82815 -1.07698 -1.42034
H -0.06442 -0.01141 -2.82793
H 0.38331 1.05865 -1.48606
H 1.18546 -0.52647 -1.67801
H -0.46566 0.33020 0.95233
H 0.33635 -1.25282 0.75844
H -1.41283 -1.16657 1.04102
C 3.54426 2.67736 -0.01712
C 3.42516 1.26082 0.47999
C 4.67999 0.60624 1.00064
O 2.36709 0.66817 0.46398
H 2.57086 3.02429 -0.36054
H 3.88097 3.32690 0.79231
H 4.24702 2.72063 -0.85180
H 5.06656 1.16842 1.85256
H 5.43183 0.56103 0.21091
H 4.45059 -0.40856 1.32465
C -0.68634 5.11898 2.70892
C 0.38787 4.06212 2.64230
C -0.02713 2.64093 2.91363
O 1.53681 4.34859 2.38079
H -0.24881 6.09320 2.49320
H -1.46067 4.91005 1.96867
H -1.12272 5.14355 3.70890
H -0.77344 2.32694 2.18005
H -0.43281 2.55803 3.92053
H 0.84023 1.98905 2.83237
C 1.66338 0.72268 7.61268
C 1.73541 0.82800 6.11016
C 2.82963 0.05688 5.41529
O 0.94799 1.50350 5.48579
H 0.83276 1.32555 7.97731
H 1.49902 -0.31568 7.90599
H 2.58848 1.09406 8.05705
H 2.71621 -1.01056 5.61250
H 3.80562 0.39939 5.76379
H 2.76247 0.22391 4.34042

***

Entry 6:
Below is 5 unconnected molecules or ions with the total composition C18H33BBr2O8S4 at a distorted geometry, with properties calculated with ωB97M-V with the def2-TZVPD basis set.

Values from the calculation:
2S+1: 1
Frontier orbital gap in hartree: 0.25610

Positions of all 66 atoms, in Å:
C 5.60666 -1.00629 0.96004
O 5.25685 -0.77197 2.39050
B 3.84293 -1.28031 2.48533
O 3.68790 -2.73620 2.79318
C 2.50488 -0.35163 2.22849
C 1.22346 -0.57825 3.00994
C -0.07625 0.39823 2.61730
O -0.90493 0.93065 3.53320
C -0.23197 0.69597 0.97879
C -1.74221 0.67582 0.28604
Br -2.64735 2.33278 -0.45759
C -2.41138 -0.68640 0.25268
C -1.63168 -2.04553 0.83693
Br -4.26013 -1.00193 -0.47787
C 1.04084 0.93158 0.20972
C 2.46664 0.86522 1.08161
O 3.47518 1.72536 0.91747
H 5.41629 -2.15346 0.75548
H 4.83032 -0.41895 0.30319
H 6.69593 -0.67278 0.68877
H 2.97039 -3.05486 2.15753
H 1.10530 -1.42242 3.82975
H -1.49210 -1.93356 2.00046
H -2.18733 -3.04239 0.56209
H -0.55315 -2.00451 0.33826
H 1.04229 1.13893 -0.94189
C 8.57888 -1.29021 -3.57879
S 6.95622 -0.54590 -3.28604
O 6.75806 -0.46509 -1.80150
C 5.99559 -1.95612 -3.88688
H 9.34766 -0.59248 -3.23825
H 8.66637 -2.22598 -3.02158
H 8.70736 -1.47609 -4.64747
H 6.24454 -2.85046 -3.31064
H 6.21053 -2.11990 -4.94545
H 4.93352 -1.73070 -3.76468
C -3.85347 -3.13928 5.94774
S -3.43569 -2.10647 4.52244
O -2.78892 -2.99107 3.49831
C -2.12048 -1.17771 5.34716
H -4.64124 -3.83649 5.65254
H -2.97453 -3.70170 6.27167
H -4.21624 -2.50778 6.76184
H -1.34979 -1.86260 5.70889
H -2.54118 -0.61174 6.18160
H -1.67973 -0.48476 4.62653
C -0.34188 0.21356 -5.17625
S 0.07289 0.67547 -3.47704
O -0.58176 -0.32022 -2.56618
C -0.92869 2.18159 -3.44588
H 0.15018 -0.73391 -5.40865
H -1.42328 0.09461 -5.27741
H 0.01683 0.98471 -5.86167
H -1.97347 1.93988 -3.65536
H -0.55041 2.88710 -4.18937
H -0.85285 2.62906 -2.45201
C -7.63631 5.19095 -0.38169
S -5.98532 4.55592 -0.76073
O -5.37329 5.47016 -1.78016
C -6.55288 3.07447 -1.63004
H -7.53024 6.14660 0.13726
H -8.19980 5.34097 -1.30568
H -8.15906 4.48389 0.26635
H -7.18428 3.35656 -2.47599
H -7.11207 2.43805 -0.94021
H -5.67919 2.53000 -1.99608

***

Entry 7:
Below is a molecular structure, C18H33BCl3F4MoN4O6 at a distorted geometry, with properties calculated with ωB97M-V with the def2-TZVPD basis set.

Values from the calculation:
<S²>: 2.0111
Net charge: +1
2S+1: 3
Frontier orbital gap (alpha / beta) in hartree: 0.28337 / 0.31324

Positions of all 70 atoms, in Å:
Mo -0.14299 -0.12400 0.01861
N -0.41696 -0.74136 2.16691
C -0.58587 0.04466 3.42674
C -1.32912 1.35836 3.20774
C -0.37772 2.54474 3.06473
C 0.69900 2.35227 2.00979
N 0.09850 1.94195 0.70924
H -1.30602 -1.22803 1.97318
H 0.22492 -1.50303 2.36079
H 0.40283 0.23488 3.84309
H -1.11740 -0.58265 4.13889
H -2.00039 1.55087 4.04433
H -1.96745 1.25928 2.32482
H 0.12255 2.72454 4.01866
H -0.95142 3.44736 2.83668
H 1.42747 1.59828 2.30831
H 1.23571 3.28842 1.87634
H 0.69090 2.29090 -0.04042
H -0.77426 2.44132 0.54501
C -3.82561 -2.30821 -2.34995
C -4.60228 -2.35025 -1.03210
C -4.51051 -1.04270 -0.20496
C -5.45797 -1.11171 1.00791
C -5.36840 0.10899 1.92316
C -4.96505 0.09640 -1.08864
O -6.08051 0.17407 -1.53273
N -4.02972 1.08486 -1.36011
C -2.74252 1.16010 -0.89841
O -2.06433 2.13689 -1.16339
N -2.24013 0.08416 -0.15172
C -3.08431 -0.92321 0.29892
O -2.68107 -1.74850 1.10437
H -3.85023 -3.28071 -2.84142
H -2.77255 -2.04870 -2.19501
H -4.25559 -1.58098 -3.04326
H -4.23533 -3.15700 -0.39732
H -5.66041 -2.52791 -1.22542
H -5.22036 -2.01954 1.56138
H -6.46871 -1.20661 0.61294
H -4.37239 0.20109 2.36859
H -6.08451 0.02797 2.74032
H -5.59340 1.03325 1.38277
H -4.33506 1.85650 -1.93605
F 0.10154 0.55896 -1.72501
B -0.09730 1.15169 -3.95139
F -1.37808 0.81749 -4.00187
F 0.26289 2.40290 -3.68296
F 0.83540 0.26473 -4.29514
C 2.74388 1.88759 -1.15113
C 2.86586 0.37963 -1.19009
O 2.20011 -0.25927 -0.05082
C 2.83299 -1.53658 0.26401
C 2.70590 -1.87572 1.73663
H 3.56792 2.31868 -1.71995
H 2.83546 2.25336 -0.12491
H 1.82767 2.24451 -1.61874
H 3.91418 0.10636 -1.12137
H 2.46096 -0.03366 -2.11109
H 3.88481 -1.43092 0.01469
H 2.42469 -2.31057 -0.38316
H 2.69455 -0.95938 2.33113
H 3.57579 -2.45444 2.04610
H 1.83464 -2.48861 1.95577
Cl 1.40143 -5.16044 -1.28927
C 0.02731 -4.06484 -1.40998
Cl 0.23494 -3.02567 -2.82852
Cl -1.47694 -4.96598 -1.53422
C -0.04370 -3.26611 -0.07964
O -0.01600 -3.80936 0.97375
O -0.20090 -1.94565 -0.21547